Formula: C4H12N2S
Source: the OMol25 dataset
Level of theory: the ωB97M-V functional and the def2-TZVPD basis

Geometry as XYZ:
```
19
Properties=species:S:1:pos:R:3:forces:R:3
N -2.81496 -1.81428 -1.17211 -0.1 0.7 -0.1
C -1.77435 -0.98621 -1.78087 0.5 0.5 0.7
C -1.56475 0.33306 -0.97614 -1.0 -0.6 0.5
N -0.61669 0.32521 0.12944 0.3 -0.1 0.2
C 0.59911 -0.45323 -0.01199 0.0 0.7 -0.5
C 1.56687 -0.21287 1.12738 0.1 0.3 0.4
S 2.13842 1.53570 1.35326 -0.3 -0.6 -0.3
H -3.46647 -2.15422 -1.85740 0.0 -0.4 0.1
H -2.47141 -2.52872 -0.55436 0.0 -0.2 -0.2
H -2.08223 -0.68250 -2.77880 0.1 -0.3 -0.2
H -0.83483 -1.54136 -1.78522 0.0 0.1 -0.6
H -1.42371 1.23432 -1.57366 0.3 -0.2 -0.4
H -2.56867 0.39531 -0.54391 0.2 0.6 0.2
H -1.06254 0.11220 1.00771 -0.1 -0.1 0.0
H 0.37698 -1.52201 -0.11816 0.4 -0.2 0.1
H 1.13352 -0.12776 -0.91519 -0.3 -0.1 -0.1
H 2.49800 -0.74524 0.95774 -0.2 -0.4 0.1
H 1.14657 -0.53672 2.07934 0.0 0.0 0.1
H 3.15106 1.33448 0.50511 0.1 0.3 0.0
```
Forces are in eV/Å.

Okay, here come the natural (NBO) numbers, in e, for every atom: number 1, N, carries -0.867; number 2, C, carries -0.240; number 3, C, carries -0.239; number 4, N, carries -0.632; number 5, C, carries -0.235; number 6, C, carries -0.495; number 7, S, carries -0.043; number 8, H, carries 0.369; number 9, H, carries 0.363; number 10, H, carries 0.196; number 11, H, carries 0.175; number 12, H, carries 0.185; number 13, H, carries 0.214; number 14, H, carries 0.355; number 15, H, carries 0.165; number 16, H, carries 0.190; number 17, H, carries 0.220; number 18, H, carries 0.209; number 19, H, carries 0.111

***

Formula: C4H12N2S
Source: the OMol25 dataset
Level of theory: the ωB97M-V functional and the def2-TZVPD basis

Geometry as XYZ:
```
19
Properties=species:S:1:pos:R:3:forces:R:3
N 1.85741 -2.07506 0.44941 0.4 0.1 -0.4
C 1.28344 -0.83058 0.90778 -0.1 0.3 0.3
C 0.88783 0.04335 -0.28084 0.2 0.4 -0.2
N 2.05933 0.52999 -1.03143 0.0 -0.3 0.3
C 0.08137 1.26771 0.14610 -0.2 -0.4 0.1
C -1.31390 0.96478 0.69422 0.5 -0.1 0.0
S -2.38698 0.05455 -0.44692 -0.3 0.0 0.0
H 1.32467 -2.49086 -0.29788 -0.2 -0.2 0.1
H 2.05928 -2.74771 1.16821 -0.1 -0.1 0.1
H 0.45745 -0.95065 1.62050 -0.2 -0.1 -0.2
H 2.03469 -0.25981 1.46288 0.2 -0.1 0.0
H 0.29127 -0.52349 -0.99678 -0.1 -0.2 0.1
H 2.69852 -0.25413 -1.13482 0.0 0.0 -0.1
H 2.55831 1.18621 -0.43732 0.0 0.1 0.0
H -0.01340 1.92369 -0.72116 0.1 0.1 0.1
H 0.65340 1.76815 0.93649 -0.1 0.2 -0.1
H -1.78583 1.88074 1.02598 -0.2 0.1 -0.1
H -1.23861 0.33167 1.57295 0.0 -0.1 0.1
H -2.92009 1.10761 -1.08013 0.1 0.0 0.0
```
Forces are in eV/Å.

Okay, here come the natural (NBO) numbers, in e, for every atom: number 1, N, carries -0.855; number 2, C, carries -0.228; number 3, C, carries -0.067; number 4, N, carries -0.822; number 5, C, carries -0.411; number 6, C, carries -0.515; number 7, S, carries -0.050; number 8, H, carries 0.361; number 9, H, carries 0.368; number 10, H, carries 0.160; number 11, H, carries 0.177; number 12, H, carries 0.195; number 13, H, carries 0.365; number 14, H, carries 0.339; number 15, H, carries 0.223; number 16, H, carries 0.198; number 17, H, carries 0.225; number 18, H, carries 0.214; number 19, H, carries 0.123

***

Formula: C4H12N2S
Source: the OMol25 dataset
Level of theory: the ωB97M-V functional and the def2-TZVPD basis

Geometry as XYZ:
```
19
Properties=species:S:1:pos:R:3:forces:R:3
N 0.80173 1.03685 2.15838 -0.3 0.3 -0.2
C 0.73598 -0.43760 2.20225 0.8 1.5 0.2
C -0.13057 -1.00677 1.11763 -0.4 -0.8 -0.9
N 0.40884 -0.62580 -0.22798 -0.4 -0.6 1.2
C -0.61735 -0.28413 -1.18480 -1.0 0.7 -0.6
C -0.22119 0.85204 -2.11585 0.9 0.5 -1.0
S -1.56695 1.63210 -3.11698 0.4 -0.4 0.7
H 0.31862 1.49201 2.91583 -0.3 -0.2 0.1
H 1.73941 1.40643 2.19288 0.1 -0.3 -0.2
H 1.75437 -0.75332 1.97349 0.0 -0.4 0.2
H 0.48093 -0.72337 3.22177 -0.2 -0.6 -0.1
H -0.16036 -2.10622 1.19300 0.4 0.1 0.2
H -1.19989 -0.79287 1.15945 0.1 0.7 0.3
H 0.89506 -1.46607 -0.50977 0.2 0.2 -0.5
H -0.95414 -1.12610 -1.80554 0.1 -0.1 0.0
H -1.53282 0.08128 -0.70733 0.2 -0.2 0.4
H 0.51095 0.51233 -2.85540 -0.1 -0.1 0.1
H 0.29479 1.68060 -1.63326 -0.3 -0.1 0.5
H -1.55742 0.62862 -3.97779 -0.3 -0.2 -0.5
```
Forces are in eV/Å.

Okay, here come the natural (NBO) numbers, in e, for every atom: number 1, N, carries -0.846; number 2, C, carries -0.230; number 3, C, carries -0.226; number 4, N, carries -0.625; number 5, C, carries -0.241; number 6, C, carries -0.495; number 7, S, carries -0.056; number 8, H, carries 0.352; number 9, H, carries 0.359; number 10, H, carries 0.188; number 11, H, carries 0.185; number 12, H, carries 0.175; number 13, H, carries 0.191; number 14, H, carries 0.356; number 15, H, carries 0.171; number 16, H, carries 0.196; number 17, H, carries 0.204; number 18, H, carries 0.230; number 19, H, carries 0.111

***

Let's list HOMO-LUMO gap in order: 9.3, 10.0, 9.9 eV.
Let's list largest force on an atom in order: 1.3, 0.6, 1.7 eV/A.
Let's list highest occupied orbital energy in order: -8.4, -9.1, -8.8 eV.